Entry 1:
Molecular formula: C4H11PS2
Method: DFT, ωB97M-V with the def2-TZVPD basis set

Results
* energy: -35282.76827 eV
* HOMO level (alpha / beta): -7.639 / -7.639 eV
* SMILES: C=S(C)#S#P(C)C
* max |F|: 4.7 eV Å⁻¹
* relative energy (zero: lowest compared OMol25 entry of this formula, charge and spin): 321.0 kJ/mol

Last column: natural (NBO) charge in e.
Atoms and positions in Å:
C: -1.816 -1.899 1.186  -0.80
C: 0.599 0.617 -2.434  -0.94
C: 0.227 2.995 -0.914  -0.96
C: 0.475 -2.227 2.267  -0.73
P: -0.407 1.241 -0.977  0.68
S: -0.308 -1.738 0.635  0.73
S: 0.746 0.524 0.699  -0.56
H: -2.000 -1.734 2.306  0.21
H: -2.720 -1.980 0.635  0.23
H: 0.199 -0.402 -2.724  0.22
H: 0.499 1.317 -3.242  0.22
H: 1.594 0.405 -2.226  0.23
H: 0.082 3.289 0.237  0.25
H: 1.304 3.148 -1.311  0.23
H: -0.507 3.587 -1.608  0.23
H: 0.798 -1.278 2.751  0.26
H: 1.365 -2.898 2.120  0.24
H: -0.132 -2.967 2.600  0.23


Entry 2:
Molecular formula: C4H11S2
Method: DFT, ωB97M-V with the def2-TZVPD basis set

Results
* energy: -25997.27753 eV
* HOMO level: -2.926 eV
* net charge: -1
* max |F|: 3.0 eV Å⁻¹
* relative energy (zero: lowest compared OMol25 entry of this formula, charge and spin): 54.0 kJ/mol

Last column: natural (NBO) charge in e.
Atoms and positions in Å:
C: -0.833 -2.073 -2.521  -0.72
S: -0.344 -1.107 -1.023  -0.60
H: -0.713 -3.177 -2.356  0.18
H: -1.890 -1.839 -2.733  0.18
H: -0.230 -1.798 -3.388  0.18
C: 0.205 -0.857 2.482  -0.63
C: 0.865 0.214 1.626  -0.43
C: -0.119 1.346 1.249  -0.54
S: 0.354 2.002 -0.330  -0.25
H: 0.982 -1.609 2.775  0.19
H: -0.455 -1.495 1.790  0.24
H: -0.333 -0.502 3.351  0.19
H: 1.677 0.672 2.213  0.17
H: 1.380 -0.210 0.720  0.25
H: -0.049 2.106 2.009  0.19
H: -1.222 1.023 1.169  0.21
H: -0.005 0.723 -0.918  0.18


Q: max |F| of number 1 (C4H11PS2)?
A: 4.7 eV Å⁻¹